Computed, not measured: one molecule with the formula C3H4N2S2 in a non-equilibrium geometry, with the ωB97M-V functional and the def2-TZVPD basis.

Element x y z (Å)
1 S -1.855 0.391 1.512
2 S -0.561 2.275 -1.065
3 N 1.238 -1.179 -0.396
4 N -0.218 0.622 -0.655
5 C 0.321 -1.186 0.663
6 C 0.906 -0.151 -1.090
7 C -0.627 0.026 0.555
8 H 1.525 0.039 -2.036
9 H -1.304 2.532 0.159
10 H 0.873 -1.236 1.619
11 H -0.298 -2.134 0.736

Results
LUMO in hartree: 0.0018
Relative energy (zero: lowest compared OMol25 entry of this formula, charge and spin) in kJ/mol: 167.3
Charge: 0
Kohn-Sham gap in eV: 8.871
M in g mol⁻¹: 132.2
SMILES: S=C1CN=CN1S

Atomic partial charges in e from the Löwdin method, atoms 1 to 8:
1. S 0.70
2. S 0.74
3. N 0.04
4. N -0.47
5. C -0.26
6. C -0.21
7. C -0.86
8. H 0.15

=====

Computed, not measured: an isolated ion of composition C23H17O4S2 and charge -1 in a non-equilibrium geometry, with the ωB97M-V functional and the def2-TZVPD basis.

Element x y z (Å)
1 S -1.859 1.246 -0.588
2 S 0.262 0.724 -2.441
3 O -1.942 2.276 0.421
4 O 1.537 1.417 -2.529
5 O 0.061 -0.561 -3.075
6 O -2.809 0.147 -0.601
7 C 1.810 -0.668 0.138
8 C -1.221 0.761 4.187
9 C 0.780 0.424 0.342
10 C 0.680 1.196 2.752
11 C -1.092 -0.218 1.966
12 C -3.049 3.559 -3.773
13 C -2.039 2.079 -2.172
14 C 2.358 -4.053 1.651
15 C 1.476 -2.153 0.380
16 C 3.040 -0.496 1.053
17 C 2.378 -2.689 1.328
18 C -1.966 3.345 -4.639
19 C 3.345 -1.664 1.680
20 C 0.726 -3.014 -0.404
21 C -0.932 2.483 -4.274
22 C -1.770 -0.030 3.178
23 C -0.233 0.588 -0.765
24 C -0.992 1.844 -3.040
25 C -3.095 2.922 -2.528
26 C 0.099 0.453 1.732
27 C 1.470 -4.890 0.984
28 C 0.016 1.365 3.971
29 C 0.679 -4.379 -0.057
30 H 2.175 -0.625 -0.910
31 H -2.747 -0.489 3.308
32 H 0.468 1.980 4.737
33 H 0.212 -2.626 -1.286
34 H -3.861 4.226 -4.069
35 H -1.514 -0.890 1.211
36 H -3.930 3.070 -1.842
37 H 1.342 1.386 0.338
38 H 3.577 0.469 1.084
39 H 0.044 -5.056 -0.626
40 H -0.078 2.300 -4.916
41 H -1.764 0.921 5.124
42 H 3.066 -4.414 2.394
43 H 4.176 -1.858 2.368
44 H 1.626 1.694 2.559
45 H -1.926 3.845 -5.607
46 H 1.415 -5.946 1.257

Results
LUMO in hartree: 0.1088
Charge: -1
Kohn-Sham gap in eV: 6.767
M in g mol⁻¹: 421.5
SMILES: O=S1(=O)C([C@@H](c2ccccc2)[C@H]2C=Cc3ccccc32)=[S@](=O)([O-])c2ccccc21

Atomic partial charges in e from the Löwdin method, atoms 1 to 8:
1. S 0.66
2. S 0.66
3. O -0.32
4. O -0.34
5. O -0.34
6. O -0.34
7. C -0.20
8. C -0.11

=====

Computed, not measured: C23H21BBrCl2N8O5Pb as an isolated structure in a non-equilibrium geometry, with the ωB97M-V functional and the def2-TZVPD basis.

Element x y z (Å)
1 Pb 0.010 0.300 -0.378
2 Br 4.207 2.048 -1.698
3 Cl 2.661 2.850 6.572
4 Cl 4.226 -0.319 2.558
5 O -0.613 2.163 1.284
6 O -0.055 -1.450 -1.869
7 O -0.284 -0.273 3.257
8 O 1.929 0.836 1.231
9 O 0.097 -2.223 -3.944
10 N -2.383 0.108 -0.401
11 N 2.327 0.121 -2.467
12 N -0.561 2.067 -1.892
13 N -0.168 -1.571 1.347
14 N -0.965 -3.512 2.173
15 N -3.319 0.820 -1.052
16 N -1.740 2.418 -2.434
17 N -0.310 -3.452 -0.070
18 C 2.549 -1.260 -4.411
19 C 3.513 0.653 -2.767
20 C 2.002 1.212 2.406
21 C -4.394 -0.609 0.261
22 C -1.636 -4.801 2.154
23 C 0.398 2.800 -2.470
24 C -0.224 2.472 2.390
25 C 1.251 2.561 4.301
26 C 4.280 0.273 -3.852
27 C -3.024 -0.761 0.396
28 C 3.331 1.291 4.496
29 C 1.038 2.099 3.038
30 C 1.859 -0.832 -3.287
31 C -1.065 -2.573 3.274
32 C -0.488 -2.868 1.100
33 C 2.402 2.196 5.024
34 C -1.522 3.360 -3.356
35 C 3.135 0.793 3.239
36 C 3.778 -0.700 -4.692
37 C 0.516 -1.546 -3.033
38 C -0.167 3.642 -3.414
39 C -0.468 -1.310 2.662
40 C -4.529 0.406 -0.669
41 B -3.176 1.947 -2.106
42 H -0.867 3.109 3.021
43 H 4.182 0.985 5.089
44 H -1.043 -5.538 1.616
45 H 2.108 -2.022 -5.034
46 H -5.418 0.855 -1.081
47 H -1.747 -5.147 3.178
48 H 0.516 3.207 4.769
49 H -2.628 -4.730 1.702
50 H -3.706 1.590 -3.135
51 H -5.166 -1.158 0.772
52 H -2.348 3.778 -3.909
53 H -3.816 2.900 -1.714
54 H -2.488 -1.446 1.027
55 H -0.623 -4.396 -0.217
56 H 0.345 4.350 -4.043
57 H 1.431 2.706 -2.180
58 H -2.102 -2.402 3.573
59 H -0.493 -2.885 4.148
60 H 4.341 -1.011 -5.563
61 H 5.236 0.740 -4.033
62 H -0.133 -2.864 -0.892

Results
LUMO (alpha / beta) in hartree: -0.2096 / -0.2234
Relative energy (zero: lowest compared OMol25 entry of this formula, charge and spin) in kJ/mol: 145.4
Charge: +1
Kohn-Sham gap (alpha / beta) in eV: 5.011 / 4.636
M in g mol⁻¹: 858.3

Atomic partial charges in e from the Löwdin method, atoms 1 to 8:
1. Pb 1.63
2. Br 0.79
3. Cl 0.80
4. Cl 0.81
5. O -0.03
6. O -0.21
7. O 0.09
8. O -0.09